The following is a quantum chemistry calculation of a gas-phase ion, C7H15I2N2 (charge +1), from the OMol25 dataset.

Output
LUMO = -3.550 eV
net charge = +1
gap between HOMO and LUMO = 0.34489 hartree
F_max = 3.6 eV/Å
calculated total energy = -980.25697 a.u.
energy relative to the best compared isomer or geometry (same formula, charge and spin) = 50.94 kJ/mol
SMILES string = C[C@H](I)[C@@H](I)[C@@H]1CNCC[NH2+]1
2S+1 = 1

CARTESIAN COORDINATES (ANGSTROEM)
C1 -1.1035 -2.2483 -1.9555
C2 -1.8506 -0.8764 -1.4591
I1 -1.7276 0.5593 -3.1276
C3 -1.3414 -0.2863 -0.0177
I2 -2.7776 -0.7933 1.6141
C4 0.2118 -0.6365 0.3718
C5 0.5776 -0.2315 1.9527
N1 0.3542 1.2323 2.2616
C6 1.3256 2.0102 1.4002
C7 1.2919 1.6073 -0.1942
N2 1.2496 0.1208 -0.4718
H1 -1.0191 -3.0298 -1.0577
H2 -0.0267 -1.9226 -2.3543
H3 -1.7527 -2.6782 -2.8576
H4 -3.0041 -1.1500 -1.3181
H5 -1.4091 0.9027 -0.0977
H6 0.4766 -1.7977 0.3003
H7 0.0809 -0.9563 2.7288
H8 1.7524 -0.4150 2.0472
H9 -0.6537 1.4916 2.0393
H10 1.0152 3.1582 1.5026
H11 2.4487 1.9538 1.7517
H12 0.3670 2.1975 -0.6641
H13 2.2796 2.0811 -0.6690
H14 2.2062 -0.2716 -0.2227
H15 1.0288 -0.0213 -1.5031

Cartesian forces (eV/Å) of the 3 atoms listed first:
-0.1 0.7 0.0
-1.2 -2.1 1.1
0.1 -0.5 1.0